[1]
Formula: C13H17FN2V
Source: the Open Molecules 2025 dataset
Level of theory: wB97M-V/def2-TZVPD

Geometry as XYZ:
```
34
Properties=species:S:1:pos:R:3:mulliken_charge:R:1
C -0.2892 1.4339 2.8385 -1.546
C -0.2998 -1.3316 2.9283 -1.357
H 0.7132 1.7825 3.0932 0.243
H -0.7955 1.0369 3.7193 0.443
H -0.8966 2.2318 2.3986 0.429
H -0.0091 -2.3106 2.5351 0.357
H 0.3785 -1.0541 3.7348 0.341
H -1.3363 -1.3447 3.2725 0.318
C 0.4322 2.6499 -0.2113 0.013
C 0.7902 3.4474 -1.2914 -0.839
C 1.0225 2.8353 -2.5213 -0.468
C 0.8891 1.4562 -2.6229 -0.930
H 0.2583 3.0696 0.7734 0.308
H 0.8919 4.5196 -1.1627 0.403
H 1.3124 3.4217 -3.3876 0.429
H 1.0823 0.9622 -3.5678 0.302
N 0.2975 1.3215 -0.3084 0.455
C 0.5238 0.7122 -1.4958 0.598
C 0.3909 -0.7574 -1.5115 0.901
N 0.1234 -1.3500 -0.3233 0.287
C 0.0029 -2.6815 -0.2657 0.116
C 0.4206 -2.9037 -2.6093 -0.437
C 0.1464 -3.4992 -1.3801 -0.878
H -0.2075 -3.0934 0.7155 0.241
H 0.0460 -4.5746 -1.2797 0.410
C 0.5409 -1.5211 -2.6743 -0.926
H 0.7500 -1.0404 -3.6226 0.300
H 0.5394 -3.5058 -3.5047 0.428
V -0.0561 0.0015 1.3931 0.778
C -2.1221 0.0344 1.2042 -1.113
H -2.4569 -1.0014 1.1017 0.290
H -2.3564 0.6059 0.3015 0.278
H -2.5778 0.4965 2.0808 0.328
F 1.8519 -0.0487 1.6483 -0.503
```

As for the expectation value of S²: 3.80. As for the spin multiplicity: 4. For the molecular weight, the calculation gives 271.23 g mol⁻¹. As for the total energy: -1658.7538 Eh.

---

[2]
Formula: C16H28N3O4S
Source: the Open Molecules 2025 dataset
Level of theory: wB97M-V/def2-TZVPD

Geometry as XYZ:
```
52
Properties=species:S:1:pos:R:3:mulliken_charge:R:1
C -0.6144 0.1812 5.0580 -0.878
N -0.4233 -1.2409 4.5301 0.146
S 0.1061 -1.2632 2.9870 0.932
O 0.6510 -0.0120 2.4112 -0.600
O 0.5727 -2.5903 2.3661 -0.625
C -1.5905 -1.0871 1.9048 0.035
C -2.9767 -0.8837 2.1648 -0.366
C -3.4388 -0.9404 0.9563 -0.969
C -2.4400 -0.8808 -0.0068 0.884
C -2.4870 -0.5078 -1.3655 0.218
O -3.0526 0.2370 -1.9463 -0.395
N -1.0955 -0.9249 -2.0023 -0.027
H -0.8208 -1.6724 -1.5055 0.178
C -0.7598 -0.3822 -3.1506 -0.852
H -0.0615 -1.2218 -3.6776 0.358
C -0.3597 1.1769 -3.2351 -0.927
H -0.2426 1.3234 -4.2470 0.546
H -1.2165 1.7440 -2.9051 0.516
N 0.9276 1.2892 -2.2169 0.247
C 0.4570 1.6080 -0.8892 -0.676
H 0.0259 0.4894 -0.6369 -0.020
H 1.3783 1.8922 -0.2968 0.472
H -0.2028 2.3516 -0.7458 0.592
C 1.9247 0.5106 -2.4356 -0.635
H 1.7859 -0.7219 -1.8451 0.304
C 3.3072 0.6897 -1.9521 -1.071
H 3.1299 1.4089 -1.2713 0.219
C 4.2871 1.2530 -3.0982 -1.034
C 3.6854 2.7948 -3.7023 -1.581
H 4.2332 2.9766 -4.5028 0.494
C 2.3400 2.7329 -3.9514 0.193
H 1.9782 1.8951 -4.7906 0.167
C 1.3599 2.7399 -2.7015 -1.495
H 1.7941 3.1339 -1.9968 1.186
H 0.4029 3.3529 -2.9606 0.386
H 2.2228 3.7753 -4.3454 0.282
H 3.9974 3.2340 -2.9068 0.586
H 5.1406 1.5753 -2.7882 0.646
H 4.1374 0.6065 -4.0179 0.300
H 3.9389 -0.0279 -1.6785 0.512
H 1.8023 0.1059 -3.4104 0.731
H -1.6413 -0.1348 -3.8975 0.357
O -1.3097 -0.9490 0.5652 -0.233
H -4.6616 -0.6868 0.7365 0.214
H -3.2054 -1.1551 3.1199 0.571
C 0.0707 -2.2764 5.3746 -0.867
H 0.3017 -3.0575 4.6898 0.392
H -0.7642 -2.5219 6.0633 0.325
H 1.1735 -1.9478 5.8293 0.243
H -0.8074 0.8995 4.1324 0.319
H -1.3036 0.0018 5.7811 0.384
H 0.3812 0.4685 5.4654 0.318
```

As for the net charge: +1. For the molecular weight, the calculation gives 358.48 g mol⁻¹. As for the total energy: -1489.0769 Eh.

---

[3]
Formula: C23H50O8
Source: the Open Molecules 2025 dataset
Level of theory: wB97M-V/def2-TZVPD

Geometry as XYZ:
```
81
Properties=species:S:1:pos:R:3:mulliken_charge:R:1
O -0.1167 -2.2615 2.6295 -0.474
C -0.4042 -3.3740 2.5614 0.592
O 0.5120 -4.3183 2.3257 -0.514
C -1.8205 -3.8735 2.7285 -0.712
C -2.7839 -2.7314 3.0343 -0.881
C -4.1555 -3.2967 3.4102 0.397
C -5.4182 -2.5966 2.8788 -0.796
C -5.9690 -3.6086 1.8680 -0.399
C -5.5299 -4.9282 2.5011 0.329
O -6.0646 -5.9391 2.4966 -0.501
O -4.3323 -4.6740 3.0495 -0.399
H 0.1363 -5.1645 2.5997 0.352
H -2.1622 -4.3561 1.8232 0.368
H -1.8218 -4.5747 3.5580 0.467
H -2.8094 -2.0853 2.1615 0.258
H -2.4264 -2.1399 3.8625 0.374
H -4.1846 -3.3191 4.4976 0.276
H -6.1013 -2.5510 3.7164 0.346
H -5.3020 -1.6552 2.3661 0.345
H -5.3556 -3.5293 0.9759 0.213
H -7.0258 -3.5473 1.6938 0.375
C 0.4708 -0.5513 -0.3677 -0.771
C 0.0187 -1.8108 -1.0846 -0.518
O -1.3814 -1.8722 -1.3076 -0.417
C -1.9233 -0.8438 -2.1160 -0.385
C -1.3637 -0.8147 -3.5284 -1.015
H -0.1033 -0.4051 0.5479 0.203
H 1.5287 -0.6166 -0.1133 0.188
H 0.3341 0.3366 -0.9880 0.409
H 0.2574 -2.6785 -0.4675 0.337
H 0.5619 -1.9399 -2.0275 0.338
H -1.8025 0.1306 -1.6289 0.314
H -2.9962 -1.0387 -2.1613 0.347
H -0.3089 -0.5344 -3.5361 0.245
H -1.9048 -0.0883 -4.1359 0.431
H -1.4459 -1.7965 -3.9972 0.273
C 4.5934 4.3816 0.5400 -1.155
C 3.1922 3.8321 0.7482 -0.267
O 3.0403 2.4910 0.3196 -0.403
C 3.8478 1.5340 0.9787 -0.361
C 3.5772 1.4357 2.4709 -0.989
H 4.9159 4.2345 -0.4921 0.347
H 4.6210 5.4475 0.7694 0.399
H 5.3205 3.8845 1.1854 0.262
H 2.4892 4.4170 0.1534 0.329
H 2.8825 3.9394 1.7931 0.301
H 4.9092 1.7268 0.7849 0.318
H 3.6149 0.5748 0.5147 0.333
H 3.8782 2.3444 2.9964 0.213
H 4.1333 0.6021 2.9017 0.411
H 2.5130 1.2843 2.6570 0.277
C -0.1292 -2.8446 -8.9218 -1.065
C -0.0623 -3.2668 -7.4637 -0.340
O -1.2354 -2.9701 -6.7293 -0.359
C -2.4244 -3.5956 -7.1737 -0.294
C -2.3776 -5.1135 -7.1129 -1.094
H -0.4177 -1.7958 -9.0038 0.297
H 0.8412 -2.9821 -9.4000 0.388
H -0.8599 -3.4326 -9.4802 0.262
H 0.7405 -2.7186 -6.9694 0.328
H 0.1855 -4.3307 -7.3771 0.303
H -2.6852 -3.2538 -8.1816 0.298
H -3.2115 -3.2368 -6.5092 0.326
H -1.6632 -5.5243 -7.8285 0.261
H -3.3578 -5.5312 -7.3454 0.396
H -2.0782 -5.4474 -6.1185 0.295
C 4.7415 7.1277 5.0235 -1.193
C 4.0179 6.6703 3.7683 -0.124
O 2.9981 5.7196 4.0148 -0.392
C 1.9336 6.1488 4.8433 -0.319
C 1.1536 7.3240 4.2776 -1.068
H 5.1001 6.2689 5.5927 0.313
H 5.5920 7.7580 4.7615 0.402
H 4.0886 7.7076 5.6782 0.285
H 4.7307 6.1771 3.1065 0.183
H 3.6173 7.5264 3.2134 0.323
H 2.2979 6.3720 5.8522 0.304
H 1.2676 5.2901 4.9348 0.329
H 1.7568 8.2333 4.2498 0.268
H 0.2765 7.5264 4.8932 0.399
H 0.8284 7.1121 3.2581 0.277
```

Its SMILES is O=C(O)CC[C@H]1CCC(=O)O1.CCOCC.CCOCC.CCOCC.CCOCC. For the molecular weight, the calculation gives 454.65 g mol⁻¹. As for the total energy: -1508.2011 Eh.

---

[4]
Formula: C36H51BBaGeN12OS4Se
Source: the Open Molecules 2025 dataset
Level of theory: wB97M-V/def2-TZVPD

Geometry as XYZ:
```
108
Properties=species:S:1:pos:R:3:mulliken_charge:R:1
Ba 0.0142 -0.2117 0.1075 0.908
C 1.8402 4.7232 -0.0945 -1.280
C 1.7176 3.3564 -0.4117 -0.728
N 0.5333 2.8833 -0.0356 0.773
N -0.1279 3.9161 0.5162 -0.464
C 0.6337 5.0314 0.4996 -0.287
B -1.4723 3.7587 1.2493 0.557
N -2.5455 3.0851 0.3532 0.047
C -3.3624 3.6991 -0.5256 -0.430
C -4.2381 2.7561 -1.0265 -1.232
C -3.8528 1.5636 -0.3815 0.041
N -2.8358 1.7663 0.4440 0.183
N -1.2732 2.9065 2.5281 -0.217
C -2.0400 2.9591 3.6360 -0.330
C -1.5706 2.0193 4.5289 -1.120
C -0.4977 1.4070 3.8497 -0.275
N -0.3258 1.9357 2.6412 0.121
H 2.6709 5.3871 -0.2804 0.393
H 2.4332 2.6975 -0.8881 0.740
H 0.2654 5.9597 0.9145 0.446
H -1.8525 4.8762 1.5429 -0.206
H -3.2848 4.7638 -0.7063 0.470
H -5.0178 2.9005 -1.7605 0.392
H -4.2771 0.5747 -0.4852 0.272
H -2.8503 3.6714 3.7128 0.466
H -1.9518 1.7940 5.5140 0.461
H 0.1502 0.6020 4.1766 0.493
O 4.2485 -5.1144 -4.7896 -0.690
C 3.5590 -4.4137 -4.0660 0.537
S 3.6964 -4.3548 -2.3143 -0.192
C 2.4080 -3.1790 -1.9879 -0.060
C 1.7561 -2.7232 -3.0737 -0.723
S 0.4734 -1.5528 -3.1015 -0.172
S 2.3045 -3.3201 -4.6435 -0.176
S 2.1499 -2.7382 -0.3376 -0.357
C 4.0962 1.5726 -6.4574 -1.161
Ge 3.2397 3.1030 -5.6063 0.510
C 4.2788 4.7225 -6.0003 -1.209
C 1.4256 3.3032 -6.3144 -1.063
C 3.0484 2.8090 -3.6939 -1.064
Se 2.0313 1.0995 -3.4255 0.154
C 3.5658 0.1812 -2.6556 -0.349
H 4.0436 1.6555 -7.5469 0.380
H 3.5705 0.6645 -6.1480 0.345
H 5.1460 1.4861 -6.1632 0.333
H 4.3405 4.8898 -7.0816 0.345
H 5.2957 4.6288 -5.6062 0.348
H 3.8095 5.5984 -5.5395 0.349
H 1.3971 3.2515 -7.4063 0.382
H 0.9859 4.2521 -5.9926 0.321
H 0.8202 2.4851 -5.9145 0.264
H 2.4863 3.6225 -3.2286 0.326
H 4.0089 2.7167 -3.1813 0.483
H 4.3849 0.2002 -3.3743 0.290
H 3.2786 -0.8474 -2.4471 -0.214
H 3.8613 0.6717 -1.7301 0.297
N -2.2110 -2.4285 -4.8925 -0.684
N -2.2892 -1.2008 -4.2460 1.073
N -1.8995 -0.0917 -4.8205 -0.734
C -2.0505 0.7649 -3.8172 -0.375
N -2.5279 0.1847 -2.7007 0.113
N -2.6897 -1.0951 -3.0082 -0.618
H -1.3023 -2.4071 -5.3437 0.324
H -2.1429 -3.1015 -4.1409 0.346
H -1.8054 1.8153 -3.8908 0.532
C 2.5293 -3.1847 6.0728 -1.686
C 2.2664 -2.3275 4.8555 0.769
C 3.2744 -1.5052 4.3571 -1.037
C 3.0043 -0.7145 3.2361 -0.225
C 4.0653 0.1667 2.6254 -1.745
C 1.7544 -0.7660 2.6667 0.107
C 0.6807 -1.6189 3.0972 0.842
C 1.0110 -2.3904 4.2565 -0.881
N -0.4399 -1.5663 2.3471 1.395
C -1.7340 -2.1897 2.5624 0.490
C -2.7889 -1.0639 2.6600 -0.408
C -4.2176 -1.6137 2.7007 0.836
C -4.4866 -2.4363 1.4345 -1.190
C -3.4883 -3.6022 1.3619 0.536
C -3.6438 -4.4929 2.5997 -1.664
C -3.3655 -3.6569 3.8548 0.369
C -4.3768 -2.5066 3.9333 -1.663
C -1.9309 -3.1022 3.7941 -2.317
C -2.0591 -3.0453 1.3186 -0.895
H 3.5658 -3.0904 6.4041 0.356
H 2.3367 -4.2384 5.8565 0.319
H 1.8801 -2.8950 6.9030 0.297
H 4.2531 -1.4772 4.8279 0.204
H 4.8686 0.3709 3.3368 0.385
H 3.6422 1.1182 2.2961 0.298
H 4.5017 -0.3269 1.7519 0.295
H 1.5521 -0.1073 1.8342 -0.283
H 0.2999 -3.0724 4.6950 0.405
H -2.6811 -0.3831 1.8076 -0.260
H -2.5816 -0.4716 3.5548 0.191
H -4.9276 -0.7814 2.7546 0.348
H -4.3688 -1.7999 0.5490 0.080
H -5.5153 -2.8164 1.4378 0.631
H -3.6783 -4.1887 0.4592 0.357
H -2.9347 -5.3280 2.5454 0.557
H -4.6548 -4.9164 2.6396 0.578
H -3.4592 -4.2861 4.7451 0.249
H -4.2050 -1.9204 4.8441 0.534
H -5.3971 -2.9068 3.9852 0.581
H -1.2331 -3.9426 3.7353 0.565
H -1.7197 -2.5350 4.7063 0.561
H -1.9485 -2.4296 0.4187 0.325
H -1.3242 -3.8516 1.2469 0.385
```

As for the net charge: -2. For the molecular weight, the calculation gives 1095.87 g mol⁻¹. As for the total energy: -8256.3710 Eh.

---

[5]
Formula: C4H7NO3
Source: the Open Molecules 2025 dataset
Level of theory: wB97M-V/def2-TZVPD

Geometry as XYZ:
```
15
Properties=species:S:1:pos:R:3:mulliken_charge:R:1
C -0.7279 -1.1840 -0.1181 -0.552
C 0.5239 -0.9217 0.7585 -0.589
C 0.1329 -0.0626 -0.3686 0.480
C -0.0446 1.4623 -0.1731 -0.412
N 1.8903 0.2533 -2.2090 0.665
O 2.3951 -0.7813 -2.4563 -0.449
O 2.0785 1.3912 -2.5067 -0.461
O -1.3475 1.7972 -0.4891 -0.503
H -0.7489 -2.1072 -0.6174 0.262
H -1.7982 -1.0834 0.2807 0.215
H 0.4612 -0.3498 1.7084 0.169
H 1.2152 -1.7544 0.8637 0.290
H 0.7640 1.9412 -0.7455 0.239
H 0.2061 1.6097 0.8963 0.308
H -1.4031 1.7431 -1.4582 0.338
```

For the molecular weight, the calculation gives 117.10 g mol⁻¹. As for the total energy: -436.8367 Eh.

---

What is the total energy in the fifth record? -436.8367 Eh

---

What is the formula in the second record? C16H28N3O4S

---

molecular weight of number 1 (C13H17FN2V)? 271.23 g mol⁻¹

---

Which value of total energy does entry 1 give? -1658.7538 Eh